Record 1
{
  "formula": "C34H96I2MnN8O10",
  "method": "ωB97M-V/def2-TZVPD",
  "symbols": ["I", "I", "Mn", "O", "O", "O", "O", "O", "O", "O", "O", "O", "O", "N", "N", "N", "N", "N", "N", "N", "N", "C", "C", "C", "C", "C", "C", "C", "C", "C", "C", "C", "C", "C", "C", "C", "C", "C", "C", "C", "C", "C", "C", "C", "C", "C", "C", "C", "C", "C", "C", "C", "C", "C", "C", "H", "H", "H", "H", "H", "H", "H", "H", "H", "H", "H", "H", "H", "H", "H", "H", "H", "H", "H", "H", "H", "H", "H", "H", "H", "H", "H", "H", "H", "H", "H", "H", "H", "H", "H", "H", "H", "H", "H", "H", "H", "H", "H", "H", "H", "H", "H", "H", "H", "H", "H", "H", "H", "H", "H", "H", "H", "H", "H", "H", "H", "H", "H", "H", "H", "H", "H", "H", "H", "H", "H", "H", "H", "H", "H", "H", "H", "H", "H", "H", "H", "H", "H", "H", "H", "H", "H", "H", "H", "H", "H", "H", "H", "H", "H", "H"],
  "positions_angstrom": [[-0.10, -0.36, -0.35], [2.78, -0.26, -3.60], [0.45, -1.57, -2.80], [-0.23, 3.91, -2.48], [1.25, -3.06, 3.80], [4.94, -3.61, -0.78], [-1.20, -3.53, -2.35], [0.54, -2.70, -4.92], [-2.16, 3.29, 3.37], [2.14, 3.28, 3.61], [-5.41, 1.29, 3.27], [-3.34, -0.04, -1.90], [4.64, 3.10, -1.06], [-3.30, 3.26, 6.07], [-5.75, -1.62, 2.99], [0.22, -4.40, 1.82], [2.77, -2.35, 0.90], [-0.15, 1.89, -5.48], [1.52, -3.26, -2.15], [-1.29, -0.66, -3.99], [2.92, 2.89, 1.07], [0.16, -2.36, 3.28], [-1.39, 4.40, 6.87], [-1.59, -1.46, -5.23], [0.86, -4.58, -2.04], [-0.28, -1.88, -5.85], [1.74, -3.11, -5.52], [4.98, -2.53, 0.12], [-2.46, -0.82, -6.22], [5.42, 3.05, -2.27], [-0.61, -3.31, 2.36], [1.78, -5.58, -1.33], [-1.99, 3.44, -4.91], [2.26, 2.02, 4.24], [-4.80, 0.51, 2.25], [-1.33, 3.66, 4.49], [3.61, 5.11, 0.72], [-0.63, 3.49, -1.13], [-5.83, 2.53, 2.78], [5.80, -4.63, -0.41], [-0.48, -4.46, -1.47], [-1.50, 3.26, 2.12], [-2.28, 4.14, 5.64], [3.34, 3.54, -1.23], [2.82, 3.96, 0.10], [4.19, -0.32, 0.88], [-0.22, 2.74, -3.27], [-4.51, -0.92, 2.77], [1.96, -2.25, 4.71], [-2.50, -3.27, -1.99], [-4.41, 0.85, -1.50], [-3.76, -1.55, 1.61], [-1.81, -3.82, 3.09], [3.75, -1.64, 0.16], [-0.51, 3.14, -4.70], [1.37, -2.17, 5.59], [-2.08, 2.77, 1.37], [-0.64, 4.44, 4.25], [1.07, -3.99, 1.40], [-5.16, 0.48, -0.83], [5.80, -1.86, -0.21], [5.10, -2.96, 1.12], [0.27, -1.10, -6.34], [4.69, 5.20, 0.47], [3.91, 2.85, 1.28], [-2.11, -0.40, -3.42], [-0.76, 4.43, -0.56], [-2.56, 2.57, -4.46], [1.49, -3.96, -6.10], [-2.97, 2.26, 6.20], [2.09, -1.76, 1.37], [3.28, 4.38, -1.87], [0.20, 2.91, -0.66], [1.51, 1.33, 3.88], [4.73, -0.62, 1.77], [-3.97, 1.68, -0.93], [-2.35, 4.30, -4.31], [0.54, -4.84, 2.65], [5.62, -5.00, 0.58], [0.58, -1.46, 2.73], [-1.97, 4.97, 7.62], [-0.89, -2.75, 1.41], [3.24, 1.47, 4.17], [1.82, 4.37, 0.08], [-0.93, 0.25, -4.29], [-2.41, 3.54, -5.93], [2.15, -2.36, -6.19], [3.35, -1.33, -0.83], [-2.35, -4.58, 2.55], [-3.79, -0.75, 3.55], [-3.10, -1.53, -6.77], [0.76, 2.24, -3.21], [-0.49, 4.99, 6.70], [-2.79, -0.27, -1.17], [-3.85, 0.94, 1.96], [2.30, 3.12, 2.66], [-1.37, 4.26, 1.67], [3.27, 0.14, 1.22], [-4.97, 1.20, -2.37], [-0.99, 3.45, 7.29], [2.38, -3.39, -2.68], [2.94, -2.74, 4.96], [-5.46, 0.46, 1.35], [-3.94, 3.18, 5.31], [6.86, -4.36, -0.51], [0.71, 1.59, -5.03], [-0.99, -5.45, -1.48], [2.67, 2.75, -1.66], [-2.53, -2.99, -0.94], [6.44, 3.04, -1.84], [2.58, -5.76, -2.03], [3.54, 5.15, 1.82], [5.16, 2.21, -2.83], [-2.49, -3.03, 3.39], [-0.79, 2.81, 4.85], [-0.54, -2.54, -6.66], [-6.39, 2.49, 1.82], [-2.72, -1.23, 1.52], [5.33, 3.83, -3.02], [5.57, -5.42, -1.06], [-3.11, -0.14, -5.62], [3.20, 5.94, 0.27], [-3.24, -4.12, -2.10], [0.68, -4.98, -3.07], [-5.50, -2.61, 3.20], [-2.10, -2.34, -4.87], [4.82, 0.40, 0.37], [2.39, -3.24, -4.63], [-0.96, 2.03, -2.91], [-2.71, 5.09, 5.24], [-0.55, -4.01, -0.50], [-6.57, 2.96, 3.50], [2.29, -5.10, -0.48], [-2.82, -2.39, -2.51], [-1.98, -0.15, -6.95], [-1.59, 2.98, -1.21], [1.27, -6.54, -1.10], [-0.45, -2.01, 4.12], [-0.51, 2.80, 2.23], [-4.97, 3.17, 2.65], [2.65, 1.98, 0.67], [-3.75, -2.61, 1.60], [1.81, -3.05, -1.15], [2.09, 2.09, 5.35], [3.28, -2.59, 1.76], [2.07, -1.27, 4.22], [0.22, 4.00, -4.84], [-6.20, -1.24, 3.83], [-4.31, -1.29, 0.70], [-1.45, -4.12, 4.07], [0.05, 2.05, -6.42]],
  "orbital_gap_ev": [8.4, 8.6],
  "charge": 0,
  "multiplicity": 6,
  "homo_ha": [-0.293, -0.301],
  "lumo_energy_ev": [0.45, 0.45]
}

Record 2
{
  "formula": "C34H97N3O22",
  "method": "ωB97M-V/def2-TZVPD",
  "symbols": ["O", "O", "O", "O", "O", "O", "O", "O", "O", "O", "O", "O", "O", "O", "O", "O", "O", "O", "O", "O", "O", "O", "N", "N", "N", "C", "C", "C", "C", "C", "C", "C", "C", "C", "C", "C", "C", "C", "C", "C", "C", "C", "C", "C", "C", "C", "C", "C", "C", "C", "C", "C", "C", "C", "C", "C", "C", "C", "C", "H", "H", "H", "H", "H", "H", "H", "H", "H", "H", "H", "H", "H", "H", "H", "H", "H", "H", "H", "H", "H", "H", "H", "H", "H", "H", "H", "H", "H", "H", "H", "H", "H", "H", "H", "H", "H", "H", "H", "H", "H", "H", "H", "H", "H", "H", "H", "H", "H", "H", "H", "H", "H", "H", "H", "H", "H", "H", "H", "H", "H", "H", "H", "H", "H", "H", "H", "H", "H", "H", "H", "H", "H", "H", "H", "H", "H", "H", "H", "H", "H", "H", "H", "H", "H", "H", "H", "H", "H", "H", "H", "H", "H", "H", "H", "H", "H"],
  "positions_angstrom": [[-3.59, 0.19, -5.60], [-0.17, -0.81, 1.90], [4.50, 5.23, -2.95], [5.03, 2.73, -2.03], [2.26, -1.78, -2.48], [0.49, -1.53, -4.66], [-3.52, -3.29, 0.04], [-6.04, -0.99, 0.21], [2.66, -3.37, 4.10], [0.58, -0.28, -0.90], [1.19, 3.87, -1.22], [-0.82, 2.93, 3.57], [-3.02, 1.14, -2.54], [-4.39, 2.26, -0.29], [-5.00, -0.31, 3.67], [-0.57, 0.45, 4.31], [3.72, 2.03, 2.29], [2.12, -1.99, 1.45], [2.59, 1.72, -1.31], [2.01, -0.81, 5.31], [4.16, -2.27, -5.26], [-4.14, -5.47, 6.89], [3.01, 0.06, -4.99], [-4.29, -3.24, 4.81], [3.54, 4.92, -0.38], [0.61, -0.31, -5.32], [3.73, 0.89, -1.27], [-3.36, -3.20, -1.31], [1.97, -0.26, -6.02], [-3.76, -1.00, 3.98], [-3.78, 1.62, -3.62], [-0.11, 0.41, 5.66], [-3.12, 1.39, -5.03], [0.78, -0.85, 6.01], [5.02, 1.67, -1.11], [-5.03, -5.45, 5.75], [-4.27, -6.68, 7.66], [-0.75, -0.67, -0.49], [-0.67, -1.52, -3.84], [-0.03, 3.28, -1.63], [4.54, -3.62, -5.54], [2.36, 1.55, 2.29], [-1.86, 3.07, 2.59], [-3.76, -2.47, 3.72], [2.42, 4.99, 0.56], [-4.96, 1.15, 0.43], [3.92, 6.25, -0.88], [1.89, -3.42, 1.78], [5.03, 6.06, -1.92], [-4.48, -4.66, 4.57], [1.59, -3.65, 3.22], [-5.19, 0.96, 4.28], [4.67, -1.25, -6.19], [5.30, 5.17, -4.14], [2.67, -3.07, -1.94], [1.09, 4.85, -0.19], [4.30, 0.13, -5.62], [-5.16, -0.08, -0.40], [-0.96, -0.06, 0.98], [-0.55, -2.35, -3.14], [2.32, 4.17, 1.27], [5.63, -3.72, -5.56], [-6.15, 1.42, 4.04], [-3.58, -6.58, 8.50], [-1.03, 0.40, 6.25], [-5.25, 0.74, 5.35], [5.89, 5.52, -1.53], [-3.91, -4.15, 0.20], [4.28, 6.89, -0.08], [-5.26, -4.74, 3.81], [1.92, 0.47, -6.83], [0.18, 2.83, -2.60], [-2.76, -2.86, 3.51], [-4.33, -2.54, 2.79], [4.24, -1.32, -7.19], [3.43, -3.88, 3.83], [1.98, -3.43, -1.18], [1.09, -3.77, 1.13], [-4.74, 1.11, -3.56], [3.04, -0.73, -4.36], [-2.02, -0.20, 1.24], [0.87, -2.95, 3.64], [-2.94, -0.51, 3.45], [1.93, -1.42, 4.56], [4.26, 4.63, 0.26], [4.10, -4.33, -4.83], [-2.50, -3.81, -1.58], [-4.23, 0.87, 1.19], [-3.58, -5.13, 4.18], [-4.39, 1.68, 4.14], [-0.35, 2.42, -1.03], [0.38, 1.35, 5.91], [0.32, -1.80, 5.74], [-3.19, 0.17, -6.47], [3.10, 6.79, -1.35], [-5.95, -5.01, 6.15], [-2.04, 1.41, -4.90], [-0.17, 0.00, -6.01], [5.76, -1.28, -6.24], [-0.91, 3.92, -1.62], [1.65, -1.89, -3.21], [-0.90, -0.58, -3.35], [1.03, -1.07, -1.20], [-4.22, -3.60, -1.83], [-3.56, -0.88, 5.05], [-0.71, 1.36, 4.03], [-5.91, 1.40, 0.89], [-2.43, 2.16, 2.69], [-0.32, -0.51, 2.81], [0.73, 5.80, -0.58], [6.37, 4.97, -4.06], [5.04, 0.49, -4.91], [-3.48, 1.41, -1.74], [5.94, 2.87, -2.28], [-5.15, -2.82, 5.13], [-2.48, 3.89, 2.96], [2.78, -3.98, 1.51], [-1.52, -0.33, -1.18], [-0.32, 3.74, 3.65], [-4.01, -7.62, 7.18], [5.35, 7.01, -2.35], [5.24, 6.08, -4.75], [5.27, 1.99, -0.10], [-5.29, -6.46, 5.43], [3.82, 0.31, -2.18], [2.11, -1.24, -6.48], [-0.77, -1.76, -0.55], [0.42, 4.49, 0.60], [0.46, 0.54, -4.65], [1.87, 1.09, -1.26], [-3.08, -2.18, -1.60], [2.78, -3.74, -2.79], [4.09, 1.64, 3.08], [3.64, 0.20, -0.43], [-4.07, 2.66, -3.47], [2.30, 0.48, 2.46], [1.04, -0.79, 7.07], [4.10, -3.84, -6.51], [-6.10, -1.75, -0.38], [-3.52, 2.23, -5.60], [3.60, -2.90, -1.41], [1.26, -1.55, 1.44], [-4.58, 3.05, 0.21], [4.89, 4.36, -4.74], [-5.33, -6.65, 7.93], [-5.54, 0.20, -1.39], [-0.76, 1.00, 1.04], [-1.49, -1.78, -4.52], [-1.44, 3.24, 1.59], [5.86, 1.01, -1.28], [1.82, 1.80, 1.37], [-4.15, -0.46, -0.56], [1.79, 2.09, 3.05], [1.16, -4.64, 3.40], [4.39, 0.76, -6.51], [2.49, 5.81, 1.28]],
  "orbital_gap_ev": 8.3,
  "charge": 0,
  "homo_ha": -0.291,
  "lumo_energy_ev": 0.34
}